(1)
C31H28FN5O5Rh as an isolated structure. Source: the Open Molecules 2025 dataset; level of theory: ωB97M-V/def2-TZVPD.

Element x y z (Å)
Rh1 0.079 0.045 -0.094
O1 1.960 0.573 0.239
C1 2.330 1.350 1.205
C2 3.557 2.054 1.089
C3 3.993 2.876 2.086
C4 3.247 3.030 3.273
C5 2.083 2.340 3.429
C6 1.583 1.487 2.415
C7 0.355 0.819 2.657
N1 -0.280 0.076 1.811
N2 -1.514 -0.377 2.190
C8 -2.195 -0.832 1.163
O2 -1.715 -0.856 -0.042
C9 -3.574 -1.316 1.395
C10 -4.122 -1.325 2.674
C11 -5.424 -1.761 2.864
C12 -6.182 -2.187 1.782
C13 -5.639 -2.172 0.506
C14 -4.336 -1.739 0.311
H1 4.120 1.926 0.173
H2 4.923 3.418 1.964
H3 3.602 3.691 4.052
H4 1.507 2.439 4.343
H5 -0.143 0.959 3.610
H6 -3.519 -0.988 3.506
H7 -5.852 -1.763 3.859
H8 -7.198 -2.531 1.936
H9 -6.235 -2.495 -0.339
H10 -3.894 -1.722 -0.676
F1 1.646 -1.671 -6.501
C15 0.899 -0.611 -6.119
C16 0.683 -0.434 -4.784
C17 -0.103 0.620 -4.330
C18 -0.346 0.786 -2.895
O3 0.189 -0.011 -2.123
C19 -1.225 1.835 -2.526
C20 -1.718 2.649 -3.498
N3 -1.422 2.559 -4.815
C21 -1.874 3.590 -5.729
C22 -1.821 5.019 -5.298
C23 -0.847 4.515 -6.319
C24 -0.643 1.507 -5.267
C25 -0.392 1.316 -6.629
C26 0.363 0.252 -7.083
N4 0.571 0.121 -8.483
C27 -0.602 0.114 -9.353
C28 -0.247 0.914 -10.617
N5 1.248 0.860 -10.773
C29 1.749 -0.529 -10.506
C30 1.587 -0.801 -8.996
C31 -1.660 2.209 -1.107
O4 -2.694 2.843 -1.014
O5 -0.853 1.927 -0.136
H11 1.104 -1.128 -4.067
H12 -2.409 3.431 -3.211
H13 -2.708 3.287 -6.351
H14 -1.443 5.249 -4.310
H15 -2.624 5.665 -5.623
H16 0.176 4.373 -5.994
H17 -0.953 4.824 -7.350
H18 -0.786 2.023 -7.347
H19 -1.454 0.564 -8.857
H20 -0.883 -0.912 -9.618
H21 -0.534 1.960 -10.533
H22 -0.707 0.490 -11.507
H23 1.644 1.459 -10.047
H24 1.539 1.204 -11.685
H25 2.788 -0.606 -10.813
H26 1.158 -1.211 -11.113
H27 2.523 -0.614 -8.479
H28 1.329 -1.852 -8.855

Values from the calculation:
* charge: +1
* electronic energy: -2058.2434 hartree
* 2S+1: 1
* relative energy (zero: lowest compared OMol25 entry of this formula, charge and spin): 0.590 eV
* molecular weight: 672.499 g/mol
* gap between HOMO and LUMO: 5.60 eV
* max |F|: 2.64 eV Å⁻¹

---

(2)
C31H28N4O10RuS3 as an isolated structure. Source: the Open Molecules 2025 dataset; level of theory: ωB97M-V/def2-TZVPD.

Element x y z (Å)
Ru1 -0.173 -0.298 1.156
O1 -4.594 0.371 -0.206
C1 -4.447 1.694 -0.340
C2 -5.568 2.407 -0.776
C3 -5.506 3.767 -0.986
C4 -4.321 4.464 -0.767
C5 -3.204 3.774 -0.343
C6 -3.252 2.398 -0.122
C7 -2.022 1.685 0.309
O2 -1.998 1.029 1.389
N1 -0.962 1.840 -0.493
N2 0.114 1.117 -0.180
C8 1.180 1.352 -0.929
C9 2.486 0.866 -0.794
C10 3.449 1.283 -1.744
C11 4.757 0.916 -1.640
C12 5.180 0.071 -0.576
C13 4.301 -0.358 0.363
C14 2.922 0.045 0.327
O3 2.160 -0.252 1.273
H1 -3.774 -0.101 0.007
H2 -6.480 1.849 -0.940
H3 -6.385 4.294 -1.332
H4 -4.277 5.533 -0.923
H5 -2.273 4.294 -0.156
H6 0.996 2.050 -1.739
H7 3.125 1.908 -2.567
H8 5.483 1.267 -2.360
H9 6.221 -0.216 -0.514
H10 4.597 -1.012 1.171
O4 -1.430 -1.622 2.339
S1 -2.300 -2.128 1.239
O5 -3.666 -2.261 1.650
O6 -2.107 -1.252 0.068
C15 -1.744 -3.766 0.784
C16 -2.725 -4.746 0.731
C17 -2.384 -6.051 0.413
C18 -1.062 -6.379 0.150
C19 -0.085 -5.397 0.174
C20 -0.422 -4.089 0.485
S2 0.912 -2.898 0.539
O7 2.105 -3.583 0.136
O8 0.934 -2.418 1.925
O9 0.536 -1.781 -0.365
H11 -3.745 -4.466 0.948
H12 -3.152 -6.810 0.366
H13 -0.792 -7.401 -0.077
H14 0.950 -5.617 -0.048
C21 -3.120 0.344 6.763
C22 -1.857 -0.497 6.945
C23 -1.331 -1.068 5.627
N3 -0.852 -0.007 4.753
C24 0.301 0.073 4.129
S3 0.531 1.377 3.033
N4 1.340 -0.776 4.445
C25 1.831 -1.133 5.700
O10 2.468 -2.149 5.842
C26 1.600 -0.170 6.823
C27 1.517 -0.683 8.114
C28 1.329 0.167 9.190
C29 1.236 1.537 8.985
C30 1.357 2.055 7.705
C31 1.547 1.208 6.624
H15 -3.430 0.764 7.719
H16 -3.939 -0.264 6.377
H17 -2.952 1.172 6.072
H18 -2.074 -1.336 7.607
H19 -1.078 0.107 7.416
H20 -2.130 -1.600 5.105
H21 -0.522 -1.771 5.811
H22 -1.561 0.615 4.388
H23 1.677 -1.341 3.662
H24 1.602 -1.753 8.255
H25 1.263 -0.236 10.192
H26 1.091 2.203 9.826
H27 1.315 3.124 7.540
H28 1.682 1.628 5.638

Values from the calculation:
* charge: 0
* electronic energy: -3458.9609 hartree
* 2S+1: 5
* relative energy (zero: lowest compared OMol25 entry of this formula, charge and spin): 0.372 eV
* molecular weight: 813.854 g/mol
* gap between HOMO and LUMO (alpha / beta): 7.13 / 5.60 eV
* max |F|: 1.45 eV Å⁻¹

---

(3)
C31H29AsF6MgN2O2P as an isolated structure. Source: the Open Molecules 2025 dataset; level of theory: ωB97M-V/def2-TZVPD.

Element x y z (Å)
Mg1 0.201 0.419 0.190
O1 -0.536 0.018 2.294
C1 -1.727 0.743 2.690
C2 -2.641 0.866 1.496
C3 -3.947 1.293 1.652
C4 -4.708 1.500 0.517
C5 -4.142 1.269 -0.729
C6 -2.838 0.822 -0.790
N1 -2.098 0.612 0.308
H1 0.109 0.067 3.007
H2 -1.469 1.746 3.036
H3 -2.229 0.208 3.493
H4 -4.347 1.482 2.642
H5 -5.729 1.852 0.601
H6 -4.699 1.436 -1.642
H7 -2.344 0.628 -1.736
C7 1.205 -6.507 1.418
C8 -0.149 -6.411 1.122
C9 -0.699 -5.197 0.724
C10 0.097 -4.056 0.615
C11 1.455 -4.167 0.928
C12 2.008 -5.379 1.322
P1 -0.498 -2.398 0.056
C13 -2.308 -2.593 0.345
C14 -3.273 -2.543 -0.654
C15 -4.629 -2.587 -0.332
C16 -5.035 -2.685 0.989
C17 -4.079 -2.737 2.000
C18 -2.731 -2.680 1.678
C19 -0.358 -2.514 -1.778
C20 -0.511 -3.726 -2.405
C21 -0.492 -3.838 -3.809
C22 -0.313 -2.723 -4.572
C23 -0.110 -1.458 -3.970
C24 0.122 -0.322 -4.787
C25 0.375 0.887 -4.220
C26 0.398 1.018 -2.806
C27 0.152 -0.032 -1.934
C28 -0.113 -1.317 -2.545
H8 1.630 -7.456 1.722
H9 -0.783 -7.287 1.198
H10 -1.755 -5.142 0.495
H11 2.083 -3.286 0.854
H12 3.064 -5.444 1.559
H13 -2.966 -2.466 -1.691
H14 -5.369 -2.542 -1.124
H15 -6.091 -2.713 1.235
H16 -4.387 -2.821 3.036
H17 -1.986 -2.713 2.469
H18 -0.666 -4.626 -1.821
H19 -0.626 -4.811 -4.271
H20 -0.310 -2.792 -5.656
H21 0.101 -0.443 -5.867
H22 0.560 1.755 -4.847
H23 0.610 2.008 -2.417
N2 4.346 -1.305 0.440
C29 3.182 -0.653 0.637
O2 2.151 -0.967 0.051
C30 3.162 0.459 1.666
C31 2.092 1.468 1.366
H24 4.380 -2.015 -0.273
H25 5.208 -0.979 0.836
H26 4.132 0.965 1.698
H27 3.014 -0.017 2.639
H28 2.292 2.158 0.549
H29 1.628 1.970 2.211
F1 -0.059 2.345 0.055
As1 -0.431 4.136 0.154
F2 -1.234 3.987 -1.338
F3 -1.871 3.717 0.988
F4 -0.734 5.800 0.282
F5 0.408 4.089 1.664
F6 1.069 4.383 -0.639

Values from the calculation:
* charge: 0
* electronic energy: -4835.2968 hartree
* 2S+1: 2
* relative energy (zero: lowest compared OMol25 entry of this formula, charge and spin): 0.858 eV
* molecular weight: 705.774 g/mol
* gap between HOMO and LUMO (alpha / beta): 7.06 / 5.64 eV
* max |F|: 1.71 eV Å⁻¹

---

(4)
C31H29Br2F9HgN5OPSTe as an isolated structure. Source: the Open Molecules 2025 dataset; level of theory: ωB97M-V/def2-TZVPD.

Element x y z (Å)
Hg1 10.072 12.950 13.291
F1 16.006 12.694 17.998
C1 14.706 12.645 17.555
C2 13.671 12.605 18.456
F2 13.901 12.409 19.769
C3 12.342 12.737 17.985
F3 11.335 12.810 18.914
C4 12.042 12.809 16.637
P1 10.408 13.155 15.977
C5 10.311 14.785 16.724
C6 9.399 14.929 17.758
C7 9.239 16.157 18.337
C8 9.851 17.286 17.798
C9 10.731 17.166 16.720
C10 11.068 15.869 16.297
C11 9.460 11.819 16.739
C12 10.040 10.575 16.987
C13 9.386 9.627 17.751
C14 8.139 9.940 18.318
C15 7.508 11.137 18.002
C16 8.148 12.028 17.144
C17 13.099 12.625 15.712
Br1 12.879 12.342 13.891
C18 14.401 12.594 16.210
F4 15.446 12.545 15.350
H1 8.879 14.064 18.130
H2 8.579 16.275 19.222
H3 9.610 18.236 18.208
H4 11.185 18.049 16.314
H5 11.941 15.697 15.663
H6 11.037 10.356 16.596
H7 9.775 8.646 17.912
H8 7.670 9.243 19.010
H9 6.522 11.408 18.392
H10 7.624 12.918 16.823
N1 11.157 12.544 7.153
C19 10.427 13.759 7.674
C20 10.321 13.753 9.191
N2 9.860 12.470 9.643
C21 10.573 11.280 9.260
C22 10.719 11.212 7.738
H11 12.157 12.711 7.472
H12 11.063 12.522 6.125
H13 9.425 13.753 7.214
H14 10.945 14.664 7.331
H15 9.579 14.504 9.491
H16 11.229 14.138 9.675
H17 9.309 12.433 10.507
H18 10.035 10.416 9.665
H19 11.570 11.231 9.714
H20 9.723 10.960 7.377
H21 11.451 10.476 7.443
S1 10.946 15.736 13.026
C23 9.754 16.855 13.455
N3 8.454 16.387 13.589
C24 7.370 17.220 13.837
C25 7.608 18.570 13.923
C26 8.954 18.975 13.872
N4 10.002 18.185 13.640
H22 8.415 15.410 13.841
H23 6.423 16.714 13.916
H24 6.869 19.318 14.213
H25 9.163 20.038 14.004
Br2 7.395 7.548 11.737
C27 8.931 8.181 12.646
C28 9.737 7.311 13.395
C29 11.078 7.756 13.712
C30 11.439 9.062 13.302
N5 10.578 9.896 12.698
C31 9.327 9.518 12.413
H26 9.417 6.355 13.720
H27 11.779 7.192 14.327
H28 12.466 9.430 13.434
H29 8.632 10.237 11.975
F5 8.564 13.893 15.171
Te1 6.548 12.431 13.285
F6 4.873 12.123 14.570
F7 5.336 13.774 12.366
F8 7.306 10.625 13.923
F9 5.908 11.341 11.921
O1 8.238 12.551 12.168

Values from the calculation:
* charge: +1
* electronic energy: -8755.1420 hartree
* 2S+1: 2
* relative energy (zero: lowest compared OMol25 entry of this formula, charge and spin): 2.780 eV
* molecular weight: 1209.628 g/mol
* gap between HOMO and LUMO (alpha / beta): 6.44 / 3.59 eV
* max |F|: 2.88 eV Å⁻¹

---

(5)
C31H30BClF4IrN4O2S as an isolated structure. Source: the Open Molecules 2025 dataset; level of theory: ωB97M-V/def2-TZVPD.

Element x y z (Å)
Ir1 -0.759 0.533 0.325
F1 -2.467 5.797 -0.905
C1 -3.410 5.252 -0.111
F2 -4.071 6.305 0.447
F3 -4.307 4.647 -0.917
C2 -2.860 4.347 0.942
C3 -3.128 4.609 2.275
C4 -2.641 3.748 3.249
C5 -1.903 2.652 2.847
N1 -1.625 2.394 1.577
C6 -2.089 3.206 0.599
S1 -1.675 2.722 -0.982
H1 -3.718 5.475 2.542
H2 -2.836 3.927 4.297
H3 -1.513 1.938 3.565
Cl1 0.190 -0.525 4.776
C7 0.655 -1.621 3.499
C8 0.755 -2.968 3.816
C9 1.143 -3.875 2.848
C10 1.445 -3.413 1.571
C11 1.347 -2.071 1.272
C12 0.915 -1.125 2.217
C13 0.739 0.296 1.837
H4 0.531 -3.293 4.825
H5 1.219 -4.928 3.090
H6 1.744 -4.116 0.802
H7 1.574 -1.718 0.274
H8 1.645 0.649 1.334
H9 0.540 0.918 2.705
N2 4.208 -0.061 -5.053
C14 5.397 0.224 -5.674
C15 5.999 -0.258 -6.826
C16 7.230 0.280 -7.164
C17 7.837 1.257 -6.367
C18 7.233 1.736 -5.219
C19 5.986 1.222 -4.869
N3 5.165 1.526 -3.815
C20 4.110 0.755 -3.944
C21 2.980 0.735 -3.048
C22 2.875 1.675 -2.015
C23 1.819 1.617 -1.137
N4 0.867 0.675 -1.198
C24 0.927 -0.193 -2.207
C25 1.940 -0.198 -3.139
H10 3.511 -0.709 -5.370
H11 5.529 -1.017 -7.439
H12 7.728 -0.061 -8.062
H13 8.802 1.648 -6.664
H14 7.707 2.490 -4.605
H15 3.630 2.444 -1.933
H16 1.708 2.349 -0.349
H17 0.109 -0.905 -2.250
H18 1.915 -0.937 -3.930
C26 -5.212 -1.110 2.790
C27 -3.729 -1.449 2.757
C28 -3.264 -1.805 4.168
O1 -2.998 -0.287 2.329
B1 -2.010 -0.676 1.444
O2 -2.058 -2.037 1.221
C29 -3.317 -2.525 1.699
C30 -3.140 -3.932 2.249
C31 -4.258 -2.556 0.494
H19 -5.390 -0.387 3.588
H20 -5.805 -2.004 2.998
H21 -5.538 -0.671 1.849
H22 -3.324 -0.912 4.789
H23 -2.229 -2.139 4.153
H24 -3.891 -2.588 4.599
H25 -2.339 -3.974 2.985
H26 -2.878 -4.600 1.427
H27 -4.068 -4.283 2.706
H28 -4.391 -1.548 0.100
H29 -5.225 -2.994 0.748
H30 -3.785 -3.150 -0.288
F4 -1.805 -0.429 -1.142

Values from the calculation:
* charge: -1
* electronic energy: -2956.0411 hartree
* 2S+1: 1
* relative energy (zero: lowest compared OMol25 entry of this formula, charge and spin): 2.545 eV
* molecular weight: 837.148 g/mol
* gap between HOMO and LUMO (alpha / beta): 5.30 / 5.30 eV
* max |F|: 3.86 eV Å⁻¹

---

(6)
C31H30BClN8O7TeTi as an isolated structure. Source: the Open Molecules 2025 dataset; level of theory: ωB97M-V/def2-TZVPD.

Element x y z (Å)
Ti1 0.384 0.944 0.027
C1 0.767 4.704 1.002
C2 -0.132 3.853 1.828
C3 -0.682 4.197 3.071
C4 -1.407 3.095 3.451
N1 -1.325 2.173 2.479
N2 -0.508 2.622 1.488
B1 -1.850 0.720 2.404
N3 -0.605 -0.177 2.667
C5 -0.430 -1.219 3.498
C6 0.903 -1.571 3.482
C7 1.504 -0.688 2.579
C8 2.907 -0.638 2.078
N4 0.592 0.155 2.107
N5 -2.475 0.509 1.001
C9 -3.766 0.263 0.719
C10 -3.928 0.298 -0.645
C11 -2.656 0.571 -1.160
C12 -2.243 0.614 -2.589
N6 -1.798 0.722 -0.156
N7 -2.982 0.433 3.402
C13 -3.824 1.235 4.092
C14 -4.769 0.444 4.699
C15 -4.435 -0.867 4.309
C16 -5.121 -2.149 4.654
N8 -3.371 -0.861 3.526
H1 0.730 5.731 1.365
H2 0.465 4.704 -0.045
H3 1.799 4.363 1.069
H4 -0.548 5.118 3.611
H5 -1.946 2.917 4.362
H6 -1.263 -1.640 4.027
H7 1.372 -2.369 4.031
H8 3.599 -1.023 2.826
H9 3.187 0.381 1.817
H10 3.002 -1.240 1.170
H11 -4.476 0.072 1.503
H12 -4.829 0.117 -1.205
H13 -3.126 0.663 -3.226
H14 -1.694 -0.298 -2.835
H15 -1.592 1.458 -2.801
H16 -3.754 2.307 4.071
H17 -5.587 0.767 5.320
H18 -5.939 -1.972 5.352
H19 -4.426 -2.854 5.110
H20 -5.530 -2.624 3.761
O1 3.350 5.436 -2.897
C17 2.827 4.487 -2.376
C18 3.259 3.821 -1.067
O2 4.199 4.149 -0.374
C19 2.285 2.759 -0.860
C20 1.360 2.705 -1.883
O3 0.462 1.767 -1.846
C21 1.596 3.735 -2.888
O4 0.975 3.977 -3.900
O5 2.188 1.894 0.110
Cl1 -0.312 -4.398 1.231
C22 0.569 -3.390 0.053
C23 -0.192 -2.105 -0.299
O6 -1.376 -2.143 -0.562
O7 0.592 -1.074 -0.323
H21 0.677 -3.988 -0.851
H22 1.548 -3.164 0.465
C24 4.454 -1.755 -3.485
Te1 3.176 -0.319 -2.530
C25 1.575 -1.267 -3.571
C26 2.163 -2.477 -4.250
C27 1.336 -3.381 -4.914
C28 1.863 -4.481 -5.569
C29 3.236 -4.688 -5.570
C30 4.064 -3.799 -4.907
C31 3.541 -2.695 -4.237
H23 5.016 -2.298 -2.726
H24 5.160 -1.265 -4.153
H25 1.153 -0.572 -4.295
H26 0.798 -1.533 -2.856
H27 0.265 -3.213 -4.911
H28 1.205 -5.175 -6.075
H29 3.658 -5.544 -6.083
H30 5.136 -3.964 -4.897

Values from the calculation:
* charge: -1
* electronic energy: -3766.9385 hartree
* 2S+1: 2
* relative energy (zero: lowest compared OMol25 entry of this formula, charge and spin): 0.989 eV
* molecular weight: 848.362 g/mol
* gap between HOMO and LUMO (alpha / beta): 7.48 / 7.48 eV
* max |F|: 0.58 eV Å⁻¹

---

Q: The highest 2S+1 belongs to which entry?
A: C31H28N4O10RuS3

---

Q: Which of these has the highest molecular weight?
A: C31H29Br2F9HgN5OPSTe